[1]
{
  "formula": "C49H93BBr2F3IN8O10S",
  "method": "ωB97M-V/def2-TZVPD",
  "symbols": ["I", "Br", "Br", "S", "F", "F", "F", "O", "O", "O", "O", "O", "O", "O", "O", "O", "O", "N", "N", "N", "N", "N", "N", "N", "N", "C", "C", "C", "C", "C", "C", "C", "C", "C", "C", "C", "C", "C", "C", "C", "C", "C", "C", "C", "C", "C", "C", "C", "C", "C", "C", "C", "C", "C", "C", "C", "C", "C", "C", "C", "C", "C", "C", "C", "C", "C", "C", "C", "C", "C", "C", "C", "C", "C", "B", "H", "H", "H", "H", "H", "H", "H", "H", "H", "H", "H", "H", "H", "H", "H", "H", "H", "H", "H", "H", "H", "H", "H", "H", "H", "H", "H", "H", "H", "H", "H", "H", "H", "H", "H", "H", "H", "H", "H", "H", "H", "H", "H", "H", "H", "H", "H", "H", "H", "H", "H", "H", "H", "H", "H", "H", "H", "H", "H", "H", "H", "H", "H", "H", "H", "H", "H", "H", "H", "H", "H", "H", "H", "H", "H", "H", "H", "H", "H", "H", "H", "H", "H", "H", "H", "H", "H", "H", "H", "H", "H", "H", "H"],
  "xyz": [[5.5027, -0.3259, -0.4924], [-2.1555, -0.0186, -2.6847], [0.2349, -0.1058, 1.2103], [3.1593, -0.9011, -3.1467], [-1.9445, -7.4220, -3.1890], [-1.5295, -6.8668, -1.1340], [0.0244, -6.7204, -2.6290], [6.4680, -2.5375, -3.6528], [-0.6138, -4.2657, -2.6584], [1.0692, 2.3537, -5.3895], [3.1805, 1.7484, 1.4025], [2.3666, 5.6414, -2.2996], [-0.9105, -6.2959, 4.3098], [-3.7196, 3.0463, 1.3078], [3.2296, 1.9470, -5.5376], [3.8579, -2.8551, 0.0271], [-0.9516, -2.9947, 1.3202], [6.2555, -4.6255, -1.0372], [-2.0888, -6.7762, 4.4511], [0.8637, -3.1955, -0.0421], [1.6206, -2.0938, -0.4619], [2.6816, 0.4525, -0.8891], [1.8774, 6.6812, -2.8589], [-4.5470, 3.7241, 2.0112], [4.1170, -0.2140, 2.6202], [2.0910, 2.1249, -4.8381], [2.5918, 7.9488, -2.4688], [-4.9833, 4.5255, 4.3610], [4.8045, -4.7317, -1.1594], [6.9715, -4.5508, -2.3103], [-3.6048, -8.6429, 3.6695], [1.0238, -3.5621, 2.4808], [-3.9301, 4.3108, 3.2516], [-3.0730, -5.7679, 4.9747], [-2.3510, -4.8654, 5.9698], [-1.2841, -8.4617, 2.8654], [4.1420, -3.3697, -1.2757], [1.2275, 0.9807, -2.7557], [8.8102, -2.9750, -3.1620], [-3.2359, 5.6245, 2.8686], [-5.4471, 4.6017, 1.1785], [-4.1187, 6.5812, 2.0771], [2.4271, 9.0600, -3.5110], [-1.2876, -6.5389, -2.4217], [1.3271, -4.5497, -0.3564], [-0.1102, 5.2480, -3.0594], [7.3679, -3.1089, -2.6866], [-4.6872, 5.8881, 0.8417], [2.8713, -1.8696, 0.2240], [0.8967, -1.2234, -1.4080], [3.4290, -0.4141, 0.0943], [4.0797, 7.6346, -2.3686], [-1.4475, 0.0035, -0.9259], [-0.1194, 7.2112, -1.5271], [-3.5490, -4.9233, 3.7872], [-0.2430, -0.4813, -0.6204], [2.1978, 2.0414, -3.3260], [-6.7610, 4.9393, 1.8908], [0.5219, 8.5261, -1.0987], [0.3365, -2.0969, -2.5577], [0.2186, -3.1864, 1.2588], [-4.0333, -5.7365, 2.5909], [1.9138, -0.1727, -2.0158], [-1.7342, -5.1072, -2.7268], [-2.9678, -6.7398, 2.1567], [-0.1770, 7.5195, -4.0555], [-0.9326, -2.9256, -2.2961], [-2.8898, 3.3275, 3.7781], [-2.5000, -7.6495, 3.2953], [0.3740, 6.6846, -2.8785], [-2.3777, 0.6857, 0.0477], [-5.8005, 3.8370, -0.0918], [-4.2489, -6.4412, 5.7176], [2.0438, 8.4099, -1.1142], [3.5379, 0.4075, 1.4793], [4.6159, 8.5604, -2.1565], [1.6071, -4.6171, -1.4020], [3.1065, 9.8720, -3.2515], [-2.1012, -6.1915, 1.7719], [6.5996, -5.4103, -0.5021], [1.1290, -2.8018, -2.8187], [3.8901, 1.4811, -5.0070], [-3.8686, 5.6445, 0.1556], [-3.3350, -7.3693, 1.3422], [2.2711, -1.0012, -4.1438], [3.3623, 1.1059, -1.2889], [-1.2047, 7.3081, -1.5871], [0.6262, -4.4981, 2.8894], [0.0920, 6.4531, -0.7644], [1.8901, 3.0272, -2.9556], [2.0919, -3.6617, 2.2936], [-1.5875, -9.1478, 2.0733], [-4.2472, -5.0614, 1.7599], [0.1911, 9.3441, -1.7442], [-7.2522, 4.0344, 2.2501], [8.9121, -3.3142, -4.1996], [-4.3314, -6.0359, 6.7252], [0.5067, 1.4751, -2.1075], [2.0273, 1.0364, -0.3510], [-5.9524, 4.1191, 4.0909], [2.5071, 9.3687, -0.8699], [2.1638, -4.8772, 0.2742], [-1.2302, -2.8940, -1.2438], [-1.5499, -4.3005, 5.5009], [0.1750, 4.6164, -2.2199], [-4.9232, 6.9738, 2.7041], [-1.9289, -5.4490, 6.7886], [-3.3316, 0.9225, -0.4148], [-6.2663, 2.8806, 0.1482], [-0.4865, -7.8267, 2.4896], [4.8314, -2.7079, -1.8089], [0.4860, -5.2292, -0.1931], [2.3582, 7.6970, -0.3455], [-2.1959, -5.0936, -3.7214], [0.6102, 7.8628, -4.7184], [-2.5607, 0.0338, 0.9073], [0.1864, 8.7800, -0.0907], [-3.0816, -4.1666, 6.3810], [4.4216, -5.2510, -0.2767], [-3.3428, 2.3581, 3.9897], [1.4256, 9.4791, -3.5514], [9.4945, -3.5396, -2.5253], [4.4531, 7.2254, -3.3078], [-3.3326, -9.2088, 4.5611], [-1.1997, 5.2645, -3.1263], [6.6486, -2.9438, -4.5103], [-4.3310, -4.2431, 4.1337], [7.8712, -5.1693, -2.2510], [-2.4843, 3.7315, 4.7071], [-2.7049, -4.3053, 3.4621], [-4.5727, -8.1783, 3.8370], [-7.4243, 5.4190, 1.1709], [-2.4845, -4.8361, -1.9734], [-1.9276, 1.6109, 0.4185], [-0.8456, 6.9097, -4.6622], [-4.1060, -7.5111, 5.8285], [-2.8804, 6.0957, 3.7885], [-2.0740, 3.1821, 3.0739], [0.1676, -1.4885, -3.4500], [6.3614, -4.9598, -3.1315], [3.2418, 1.9106, -3.0267], [0.2853, 4.8103, -3.9778], [-0.8928, -9.0449, 3.6995], [-6.6438, 5.6238, 2.7262], [0.8489, -2.7916, 3.2397], [-5.1144, 5.5790, 4.6084], [7.2108, -2.4931, -1.7967], [-3.7225, -9.3474, 2.8458], [2.6761, -1.9842, 1.2936], [4.3394, 0.4587, 3.3483], [-0.7393, 8.3904, -3.7172], [-4.6755, 4.0095, 5.2696], [4.2902, 6.9220, -1.5759], [-2.3504, 5.3859, 2.2690], [9.1195, -1.9266, -3.1423], [2.6939, 8.7026, -4.5062], [-3.5265, 7.4449, 1.7721], [4.5211, -5.3147, -2.0510], [-5.2032, -6.2771, 5.2162], [3.6248, -0.9893, 3.0471], [0.6783, 0.5355, -3.5855], [-4.9246, 3.6488, -0.7076], [-1.7668, -2.5742, -2.9131], [-6.5094, 4.4318, -0.6693], [-4.9748, -6.2416, 2.8239], [2.3544, 1.9925, 1.8361], [-5.3691, 6.5523, 0.3044], [3.2341, -3.4076, -1.8759]],
  "forces_ev_per_a": [[0.1, 0.1, 0.0], [0.1, 0.2, -0.1], [0.2, 0.2, 0.1], [0.0, -0.1, 0.0], [-0.1, 0.1, 0.1], [0.0, 0.1, -0.1], [-0.1, 0.0, 0.0], [0.0, -0.1, 0.0], [0.0, 0.0, 0.0], [-1.0, 0.2, -0.5], [0.0, -0.1, -0.4], [0.2, -0.4, -0.2], [0.2, -0.1, 0.2], [-0.2, -0.2, 0.1], [0.1, -0.2, -0.1], [-0.2, -0.2, 0.1], [-1.2, 0.2, 0.1], [-0.1, -0.4, 0.0], [0.0, 0.5, -0.6], [0.1, -0.1, -0.3], [0.1, -0.3, -0.4], [-0.2, 0.0, 0.0], [-0.3, 0.2, 0.7], [0.5, 0.6, -0.3], [-0.9, 0.7, 0.4], [0.9, -0.2, 0.5], [0.1, 0.2, -0.3], [-0.1, -0.1, 0.0], [0.0, 0.1, 0.1], [0.0, 0.2, -0.1], [0.0, 0.1, 0.1], [-0.1, 0.1, 0.2], [-0.2, -0.1, 0.3], [-0.2, -0.1, 0.3], [0.1, 0.1, 0.0], [0.0, 0.0, -0.1], [0.2, 0.2, -0.4], [0.2, 0.0, -0.2], [0.0, 0.2, 0.0], [0.1, 0.1, -0.1], [-0.4, -0.1, 0.1], [0.0, -0.1, 0.0], [-0.1, -0.1, 0.0], [0.1, -0.1, 0.0], [0.2, 0.0, 0.2], [0.0, 0.0, 0.0], [0.0, 0.1, -0.1], [0.1, 0.1, 0.0], [0.2, 0.1, 0.2], [0.0, 0.1, 0.5], [-0.1, 0.0, -0.1], [0.0, 0.0, 0.1], [-0.2, 0.1, 0.1], [0.0, 0.0, 0.2], [0.1, 0.2, -0.2], [0.4, 0.1, -0.2], [-0.2, 0.3, 0.2], [0.0, -0.1, 0.1], [0.0, 0.0, -0.1], [-0.2, -0.1, -0.2], [0.9, -0.3, 0.1], [0.0, -0.1, 0.1], [-0.2, -0.2, 0.0], [0.0, 0.0, 0.1], [0.0, 0.2, -0.1], [0.1, 0.0, -0.1], [0.0, -0.1, 0.0], [0.1, 0.0, 0.0], [-0.1, -0.4, 0.1], [-0.1, 0.0, -0.4], [0.1, -0.2, -0.1], [0.1, 0.0, -0.1], [0.1, -0.1, 0.0], [-0.1, 0.0, 0.1], [0.0, -0.2, 0.1], [0.0, 0.0, 0.0], [-0.1, 0.0, 0.0], [0.0, 0.0, 0.0], [0.0, 0.0, 0.0], [0.0, 0.1, 0.0], [-0.1, 0.0, 0.1], [0.0, 0.2, 0.0], [0.0, -0.1, 0.0], [0.0, 0.0, 0.0], [0.0, 0.0, -0.1], [-0.1, 0.1, 0.0], [-0.1, 0.0, 0.0], [0.0, 0.1, 0.0], [0.0, 0.0, 0.0], [0.1, 0.0, -0.1], [-0.1, -0.1, 0.0], [0.0, 0.0, 0.0], [0.0, 0.0, 0.0], [0.0, 0.0, 0.0], [0.0, 0.0, 0.0], [0.0, -0.2, 0.2], [0.0, 0.1, 0.0], [-0.1, -0.1, 0.1], [0.0, 0.0, 0.1], [0.0, 0.0, 0.0], [0.0, 0.0, 0.0], [0.0, 0.0, -0.1], [-0.1, 0.0, -0.1], [0.0, 0.0, 0.0], [0.0, 0.0, 0.0], [0.0, 0.0, 0.0], [0.0, 0.0, 0.0], [0.1, 0.0, 0.0], [0.0, 0.0, 0.0], [0.0, 0.0, 0.0], [-0.1, -0.1, 0.1], [0.1, 0.1, -0.1], [0.0, 0.0, -0.1], [0.1, 0.0, 0.1], [0.0, 0.0, 0.0], [0.0, 0.1, -0.1], [0.0, 0.0, 0.0], [0.0, 0.0, 0.0], [-0.1, 0.1, -0.1], [0.0, 0.0, 0.0], [0.0, 0.0, 0.0], [-0.1, 0.0, -0.1], [0.0, 0.0, 0.0], [0.0, 0.0, 0.0], [0.0, 0.0, 0.0], [0.0, 0.0, 0.1], [0.0, 0.0, 0.0], [-0.1, 0.1, 0.1], [0.0, 0.0, 0.0], [0.0, 0.0, 0.0], [0.0, 0.0, 0.0], [0.0, 0.0, 0.0], [0.0, -0.1, -0.1], [-0.2, -0.1, 0.0], [-0.1, 0.0, 0.1], [0.0, 0.0, 0.0], [0.0, 0.0, 0.0], [0.0, 0.0, 0.0], [0.0, 0.0, 0.2], [0.1, 0.0, 0.1], [-0.1, -0.1, 0.0], [0.0, 0.0, 0.0], [0.0, 0.0, 0.0], [0.0, 0.0, 0.0], [0.0, -0.1, -0.1], [0.0, 0.0, 0.0], [0.1, -0.2, 0.0], [0.0, 0.0, 0.0], [0.0, 0.0, -0.1], [0.0, -0.1, 0.0], [0.0, 0.0, 0.0], [0.1, 0.1, 0.0], [0.0, 0.0, 0.0], [0.0, -0.1, 0.0], [-0.1, -0.1, 0.0], [0.0, 0.0, 0.0], [0.0, 0.0, 0.0], [0.0, 0.0, 0.1], [0.0, 0.0, 0.0], [0.5, -0.4, -0.3], [-0.2, 0.2, 0.1], [0.0, 0.0, 0.0], [0.2, -0.1, 0.0], [0.0, 0.0, 0.0], [0.0, 0.0, 0.0], [0.3, 0.1, 0.3], [0.0, 0.0, 0.0], [-0.1, -0.1, 0.1]],
  "lowdin_spin": [0.000, 0.000, 0.000, 0.000, 0.000, 0.000, 0.000, 0.000, 0.000, 0.000, 0.000, 0.494, 0.499, 0.494, 0.000, 0.000, 0.000, 0.000, 0.397, 0.000, 0.000, 0.000, 0.403, 0.402, 0.000, 0.000, 0.027, 0.004, 0.000, 0.000, 0.003, 0.001, 0.026, 0.026, -0.001, -0.001, 0.000, 0.000, 0.000, 0.018, 0.027, 0.001, 0.003, 0.000, 0.000, -0.001, 0.000, 0.017, 0.000, 0.000, 0.000, -0.001, 0.000, 0.018, 0.018, 0.000, 0.000, 0.003, 0.001, 0.000, 0.000, 0.001, 0.000, 0.000, 0.017, 0.004, 0.000, -0.001, 0.026, 0.026, 0.000, -0.001, 0.003, 0.017, 0.000, 0.000, 0.000, 0.000, 0.002, 0.000, 0.000, 0.000, 0.002, 0.002, 0.000, 0.000, 0.002, 0.001, 0.002, 0.000, 0.000, 0.000, 0.001, 0.000, 0.001, 0.000, 0.000, 0.000, 0.000, 0.001, 0.002, 0.000, 0.000, 0.000, 0.000, 0.000, 0.000, 0.000, 0.000, -0.001, 0.000, 0.000, 0.002, 0.000, 0.001, 0.000, 0.001, 0.000, 0.000, 0.000, 0.000, 0.000, 0.000, 0.001, 0.000, 0.000, 0.002, 0.000, 0.000, 0.002, 0.000, 0.000, 0.000, 0.000, 0.000, 0.001, 0.002, 0.000, 0.000, 0.000, 0.000, 0.000, 0.000, 0.000, 0.000, 0.000, 0.000, 0.000, 0.000, 0.000, 0.000, 0.000, 0.000, 0.002, 0.000, 0.001, 0.001, 0.000, 0.000, 0.000, 0.000, 0.000, 0.000, 0.000, 0.000, 0.000, 0.002, 0.000],
  "homo_ev": [-9.54, -10.76],
  "charge": 1,
  "spin_multiplicity": 4,
  "s_squared": 3.76,
  "homo_lumo_gap_ev": [6.93, 8.14],
  "max_force_ev_per_a": 1.215
}

[2]
{
  "formula": "C4As2CrF24NO10S4",
  "method": "ωB97M-V/def2-TZVPD",
  "symbols": ["As", "As", "Cr", "S", "S", "S", "S", "F", "F", "F", "F", "F", "F", "F", "F", "F", "F", "F", "F", "F", "F", "F", "F", "F", "F", "F", "F", "F", "F", "F", "F", "O", "O", "O", "O", "O", "O", "O", "O", "O", "O", "N", "C", "C", "C", "C"],
  "xyz": [[2.7422, 0.2879, 15.1263], [-0.8606, 2.5737, 17.8270], [2.5670, 3.5347, 17.0043], [3.4382, 3.2680, 19.5652], [2.1528, 5.1406, 14.3200], [1.5029, 6.5247, 16.6668], [5.7984, 4.2310, 16.3643], [0.5990, 4.1355, 12.4981], [-0.7876, 4.1311, 17.1341], [4.0735, 6.6441, 17.1983], [-0.7938, 1.0311, 18.5425], [-0.0743, 3.7720, 14.5373], [2.2296, 3.4499, 21.8797], [1.3646, 0.4693, 14.1384], [3.0043, -1.3303, 14.6196], [2.4304, 2.0038, 15.7367], [-2.5587, 2.6273, 17.9116], [1.7999, -0.2295, 16.4405], [3.4051, 8.1494, 15.7869], [3.6929, 0.9356, 13.8532], [0.9784, 2.5033, 17.7414], [7.8716, 3.0977, 15.3706], [-0.6922, 3.2871, 19.3647], [3.2865, 1.5925, 21.5294], [-0.3442, 5.7327, 13.6205], [6.0046, 2.2138, 14.7261], [4.1359, 0.2695, 16.1258], [-0.8895, 1.8902, 16.2723], [1.4030, 1.9465, 20.5133], [2.8820, 8.3316, 17.8827], [6.7750, 1.8304, 16.7458], [4.6510, 3.7641, 20.0951], [4.4077, 3.7311, 16.5045], [5.9529, 5.1784, 15.2986], [3.5120, 2.2366, 18.5160], [6.4435, 4.5754, 17.5927], [1.0138, 6.2043, 17.9433], [0.7021, 7.3048, 15.7948], [2.9557, 4.0275, 13.9289], [2.5421, 4.2805, 18.9063], [2.4638, 6.4238, 13.7758], [2.0236, 5.0926, 15.9594], [0.4575, 4.6654, 13.7160], [6.6462, 2.7256, 15.7755], [3.0931, 7.4771, 16.8809], [2.4919, 2.5152, 20.9546]],
  "forces_ev_per_a": [[0.6, -0.2, -0.2], [0.1, 0.0, -0.1], [0.8, -2.4, 1.7], [-0.1, 0.1, -2.1], [1.0, -0.8, -1.1], [0.1, -0.6, -0.8], [0.5, 1.1, -0.3], [-0.1, 0.1, 0.2], [0.2, 0.6, -0.3], [0.0, 0.3, 0.1], [0.1, -0.6, 0.2], [0.1, 0.2, -0.4], [-0.2, -0.2, -0.3], [-0.5, 0.1, -0.1], [0.1, -0.3, -0.2], [0.0, 0.8, -0.1], [-0.8, 0.0, 0.1], [-0.5, -0.2, 0.5], [0.1, 0.1, 0.1], [0.1, 0.1, -0.1], [0.0, 0.6, -0.3], [0.2, -0.2, 0.0], [0.1, 0.3, 0.7], [-0.2, 0.1, -0.1], [0.1, -0.3, 0.0], [0.3, -0.2, 0.4], [0.2, 0.1, 0.2], [0.0, -0.4, -0.5], [-0.3, 0.0, 0.3], [0.2, 0.2, 0.1], [0.0, -0.2, -0.2], [0.1, 0.0, 0.8], [-0.3, 0.1, 0.1], [-0.3, -0.2, -0.2], [0.0, -0.3, 0.3], [-0.2, -0.3, 0.4], [0.0, -0.2, 1.3], [-0.1, 0.3, -0.6], [-0.2, 0.0, 0.3], [0.4, 0.4, 0.3], [-0.4, 0.0, 0.5], [-0.9, 2.0, -0.6], [-0.1, 0.2, 0.2], [-0.3, 0.3, -0.4], [-0.4, -0.6, 0.0], [0.7, 0.2, 0.1]],
  "lowdin_spin": [0.000, 0.001, 2.871, 0.003, 0.007, 0.006, 0.006, 0.001, 0.000, 0.000, 0.000, 0.000, 0.000, 0.000, 0.000, 0.031, 0.000, 0.000, 0.000, 0.000, 0.013, -0.001, 0.001, 0.000, 0.000, 0.000, 0.000, 0.001, 0.000, 0.001, 0.000, -0.003, 0.031, 0.005, -0.008, 0.004, 0.002, 0.000, 0.001, 0.005, 0.000, 0.018, 0.002, -0.002, 0.002, 0.000],
  "homo_ev": [-5.72, -5.78],
  "charge": -2,
  "spin_multiplicity": 4,
  "s_squared": 3.77,
  "homo_lumo_gap_ev": [8.93, 9.96],
  "max_force_ev_per_a": 3.084
}

[3]
{
  "formula": "C4BO8Sn",
  "method": "ωB97M-V/def2-TZVPD",
  "symbols": ["Sn", "O", "O", "O", "O", "O", "O", "O", "O", "C", "C", "C", "C", "B"],
  "xyz": [[10.1503, -41.6110, -3.7435], [8.5353, -40.6731, 0.7538], [7.6061, -37.3881, 3.4028], [10.4002, -39.2795, 0.5208], [8.7072, -41.6108, -1.3604], [11.0908, -40.2302, -1.4211], [9.7344, -40.0660, 2.7660], [8.4665, -38.4182, 1.6415], [9.0835, -39.4537, 4.8623], [8.2091, -38.3161, 2.9287], [10.2953, -40.0648, -0.5100], [9.0967, -39.3052, 3.6829], [9.0291, -40.9025, -0.4105], [9.2984, -39.6508, 1.4587]],
  "forces_ev_per_a": [[-0.3, 0.9, 3.3], [-1.0, -2.1, -2.1], [0.1, -1.4, -0.1], [0.5, -1.5, -1.9], [-0.4, -0.6, -0.9], [0.3, -0.1, -2.0], [0.2, -0.1, -0.8], [0.6, -2.1, -1.5], [0.7, 0.0, -0.6], [0.2, 3.0, 1.1], [0.4, 0.8, 1.4], [-1.4, -0.7, 1.1], [0.7, 1.0, 0.7], [-0.4, 2.9, 2.2]],
  "lowdin_charge": [1.794, 0.340, 0.182, 0.320, -0.018, 0.010, 0.249, 0.226, 0.210, -0.387, -0.372, -0.350, -0.354, -0.850],
  "homo_ev": -12.05,
  "charge": 1,
  "homo_lumo_gap_ev": 2.81,
  "relative_energy_kj_mol": 0.0,
  "max_force_ev_per_a": 3.621
}